Formula: C4H12
Source: the Open Molecules 2025 dataset
Level of theory: ωB97M-V/def2-TZVPD

The geometry in XYZ format:
```
16
Properties=species:S:1:pos:R:3:forces:R:3
C -1.106865 -1.229963 -0.944176 -0.944 2.599 -1.961
C -0.809783 -0.857906 -2.437288 -0.643 0.938 1.519
H -0.803533 -2.183355 -0.706771 0.913 -2.123 0.537
H -0.639435 -0.483939 -0.346858 0.577 0.300 0.768
H -2.152760 -1.137265 -0.735672 -0.792 -0.133 0.112
H -1.303938 0.108036 -2.763342 0.608 -1.033 0.566
H -1.204098 -1.641326 -3.047216 0.221 -0.468 -0.770
H 0.269863 -0.736873 -2.449667 0.060 -0.129 -0.828
C 0.308451 1.400132 1.513232 -1.755 1.219 0.764
C 1.572485 0.618301 1.706555 2.870 1.920 3.914
H 0.050911 1.997537 2.459796 0.665 -0.336 -1.498
H 0.506006 2.125160 0.624653 -1.231 -1.316 1.415
H -0.658179 0.719102 1.486221 2.077 1.338 -0.730
H 1.537256 -0.305730 1.259661 0.407 -2.013 -1.419
H 1.873608 0.412961 2.814461 -1.409 -0.067 -1.369
H 2.560015 1.195123 1.566412 -1.626 -0.694 -1.022
```
Forces are in eV/Å.

* SMILES: CC.CC
* orbital gap: 0.4481 Ha
* ΔE to the lowest compared entry with this formula, charge and spin: 1.167 eV
* LUMO: 1.12 eV
* HOMO level: -0.40684 Eh
* total energy: -4341.361 eV



Formula: C4H12
Source: the Open Molecules 2025 dataset
Level of theory: ωB97M-V/def2-TZVPD

The geometry in XYZ format:
```
16
Properties=species:S:1:pos:R:3:forces:R:3
C 1.807111 -0.801889 -0.471015 -0.145 0.469 -0.457
C 2.625383 0.082974 -1.460829 0.217 -0.081 2.250
H 2.444107 -1.535397 0.017318 -0.127 -0.244 -0.145
H 1.403894 -0.165695 0.318922 -0.016 -0.086 0.019
H 0.954630 -1.283912 -0.948308 0.065 -0.152 0.049
H 2.418029 1.116757 -1.180002 -0.327 0.137 -0.859
H 2.530632 -0.150701 -2.510788 -0.004 0.079 -0.096
H 3.645223 -0.013861 -1.084075 0.323 -0.117 -0.756
C -1.953530 0.000287 1.587568 -0.861 0.666 -0.015
C -2.473146 0.702862 0.323007 -0.263 -0.412 -0.060
H -2.355202 -1.009287 1.670514 0.410 -0.157 -0.160
H -0.876601 0.057574 1.712332 0.035 -0.304 -0.026
H -2.440092 0.535732 2.408550 0.477 -0.038 0.254
H -2.538760 0.065772 -0.560734 0.243 -0.142 0.079
H -3.500950 0.995084 0.542600 0.021 0.289 -0.261
H -1.889792 1.576700 0.037579 -0.050 0.092 0.185
```
Forces are in eV/Å.

* SMILES: CC.CC
* orbital gap: 0.4695 Ha
* ΔE to the lowest compared entry with this formula, charge and spin: 0.412 eV
* LUMO: 1.12 eV
* HOMO level: -0.42830 Eh
* total energy: -4342.116 eV



Formula: C4H12
Source: the Open Molecules 2025 dataset
Level of theory: ωB97M-V/def2-TZVPD

The geometry in XYZ format:
```
16
Properties=species:S:1:pos:R:3:forces:R:3
C 1.379333 -0.991134 -0.303071 -0.399 -1.368 -2.021
C 0.876844 -2.506871 -0.686694 0.899 1.453 1.420
H 0.530078 -0.348767 -0.134871 0.338 -0.081 -0.557
H 2.003101 -0.900762 0.586640 0.048 -0.560 -0.067
H 1.959757 -0.613671 -1.188009 -0.524 -0.129 0.892
H 0.469423 -2.957385 0.250480 0.373 0.071 -0.804
H 0.083132 -2.588295 -1.473074 0.965 0.424 0.564
H 1.830321 -2.997144 -0.971362 -0.948 -0.268 -0.002
C -1.349008 2.197887 -0.065264 0.322 -0.526 -0.832
C -0.935940 1.175730 1.002919 -0.904 1.513 2.077
H -0.602842 2.313433 -0.862466 -0.367 -0.770 -0.340
H -2.344362 1.898144 -0.400575 0.245 0.400 -0.678
H -1.365350 3.243821 0.235405 -0.431 -0.136 0.930
H -0.474696 0.190805 0.698180 -1.623 1.515 0.592
H -0.184606 1.734760 1.592392 0.018 -0.769 0.082
H -1.875182 1.149448 1.719370 1.988 -0.767 -1.256
```
Forces are in eV/Å.

* SMILES: CC.CC
* orbital gap: 0.4517 Ha
* ΔE to the lowest compared entry with this formula, charge and spin: 1.165 eV
* LUMO: 1.12 eV
* HOMO level: -0.41067 Eh
* total energy: -4341.364 eV



Formula: C4H12
Source: the Open Molecules 2025 dataset
Level of theory: ωB97M-V/def2-TZVPD

The geometry in XYZ format:
```
16
Properties=species:S:1:pos:R:3:forces:R:3
C -1.001246 1.283393 0.375588 1.719 -0.386 -1.150
C -1.463444 2.232296 1.439255 2.053 -1.621 2.777
H -1.743408 0.425496 0.406526 1.080 0.943 -1.178
H -0.702806 1.843246 -0.584392 -1.690 -0.998 0.757
H 0.054287 0.878031 0.511789 -1.423 0.113 0.797
H -0.717004 2.939624 1.760445 0.442 0.558 -0.325
H -1.594748 1.649308 2.406547 -0.285 0.535 -1.062
H -2.334036 2.750047 1.240448 -1.917 0.908 -0.620
C 0.854655 -1.909322 -0.332431 -1.846 -1.033 1.689
C 1.600697 -1.553037 -1.613557 -0.722 -0.159 0.376
H 0.939744 -1.238233 0.567992 0.208 -0.033 -1.308
H -0.272083 -2.022563 -0.474177 1.357 0.278 -0.105
H 1.124386 -2.884982 0.141480 0.202 0.462 -0.778
H 1.620251 -2.375497 -2.332328 0.348 -0.245 0.389
H 2.591719 -1.212483 -1.345243 0.293 0.089 -0.425
H 1.043040 -0.805324 -2.167949 0.180 0.590 0.166
```
Forces are in eV/Å.

* SMILES: CC.CC
* orbital gap: 0.4516 Ha
* ΔE to the lowest compared entry with this formula, charge and spin: 0.839 eV
* LUMO: 1.13 eV
* HOMO level: -0.41018 Eh
* total energy: -4341.689 eV



Formula: C4H12
Source: the Open Molecules 2025 dataset
Level of theory: ωB97M-V/def2-TZVPD

The geometry in XYZ format:
```
16
Properties=species:S:1:pos:R:3:forces:R:3
C -1.204866 -1.422255 1.083522 -0.266 -0.313 -0.146
C -1.647157 -0.816568 2.415112 0.603 0.960 -0.670
H -1.279261 -0.748878 0.223937 -0.049 0.148 0.307
H -0.171346 -1.742587 1.144879 0.253 -0.087 -0.014
H -1.793117 -2.304361 0.819274 -0.017 -0.003 0.099
H -1.016137 0.058481 2.616794 0.142 -0.244 0.181
H -1.520859 -1.520600 3.235281 -0.354 0.061 0.023
H -2.633850 -0.362429 2.345499 -0.322 -0.531 0.226
C 1.856265 1.724531 -1.839529 -0.066 -0.449 -0.135
C 0.939840 0.520242 -1.581795 0.472 0.013 -0.155
H 1.559747 2.186369 -2.773665 -0.040 0.249 -0.189
H 1.850492 2.495675 -1.064237 0.014 -0.246 -0.028
H 2.863639 1.340097 -2.008524 0.137 0.329 0.287
H 1.278612 -0.289124 -2.238397 -0.335 0.049 0.015
H -0.097035 0.752460 -1.809157 -0.122 -0.075 0.092
H 1.015034 0.128946 -0.568993 -0.050 0.140 0.108
```
Forces are in eV/Å.

* SMILES: CC.CC
* orbital gap: 0.4705 Ha
* ΔE to the lowest compared entry with this formula, charge and spin: 0.144 eV
* LUMO: 1.12 eV
* HOMO level: -0.42941 Eh
* total energy: -4342.384 eV



Formula: C4H12
Source: the Open Molecules 2025 dataset
Level of theory: ωB97M-V/def2-TZVPD

The geometry in XYZ format:
```
16
Properties=species:S:1:pos:R:3:forces:R:3
C -0.396804 -0.192167 -1.773658 -0.043 2.955 0.624
C -1.692846 -0.939813 -1.829086 -0.249 -2.025 -1.521
H -0.128227 0.454576 -2.620995 -0.676 -0.102 -0.107
H -0.406313 0.530456 -0.883428 0.030 -1.000 -1.080
H 0.486146 -0.764000 -1.683214 0.712 -1.235 0.434
H -1.782259 -1.694021 -2.661730 0.764 0.582 0.428
H -1.715544 -1.593581 -0.957413 -0.730 0.362 0.289
H -2.605192 -0.385129 -2.055968 0.192 0.466 0.914
C 0.359123 0.766049 2.128532 -0.982 -1.548 -0.110
C 1.727509 0.434258 1.574878 0.487 0.262 -1.509
H 0.037508 0.132875 2.947081 0.470 0.201 0.863
H 0.230701 1.811737 2.377954 -0.005 0.086 -0.016
H -0.428300 0.437501 1.426940 0.340 0.666 -0.237
H 2.152240 -0.559521 1.578763 -0.523 -0.733 1.083
H 1.633406 0.487397 0.476559 0.428 0.910 0.204
H 2.528850 1.073383 1.954784 -0.215 0.152 -0.259
```
Forces are in eV/Å.

* SMILES: CC.CC
* orbital gap: 0.4550 Ha
* ΔE to the lowest compared entry with this formula, charge and spin: 0.731 eV
* LUMO: 1.14 eV
* HOMO level: -0.41309 Eh
* total energy: -4341.797 eV



Formula: C4H12
Source: the Open Molecules 2025 dataset
Level of theory: ωB97M-V/def2-TZVPD

The geometry in XYZ format:
```
16
Properties=species:S:1:pos:R:3:forces:R:3
C -1.026566 -2.058515 -1.651518 1.349 1.571 -2.076
C -0.858802 -0.511918 -1.645930 3.282 -2.237 2.482
H -0.054314 -2.355664 -1.233390 -0.737 -0.870 0.073
H -1.911045 -2.356182 -1.109243 0.058 -0.396 0.100
H -1.016555 -2.329114 -2.733661 -0.484 -0.577 0.908
H -0.102952 -0.158412 -2.299209 0.645 -0.144 -1.517
H -1.702725 0.032572 -1.866912 -1.982 1.436 0.485
H -0.199358 -0.419922 -0.708630 -2.237 1.160 -0.657
C 0.971989 1.966101 1.809676 1.351 2.409 0.086
C 0.780654 0.494192 1.467457 -0.491 -0.306 1.148
H 2.101963 2.142111 1.988755 -1.886 0.336 -0.292
H 0.541247 2.708351 1.036932 1.252 -1.470 0.316
H 0.386666 2.439460 2.656850 0.773 -1.484 -0.188
H -0.297339 0.495617 1.290837 0.168 -1.042 -0.732
H 0.933553 -0.196597 2.352260 0.034 0.926 -0.823
H 1.453585 0.107919 0.645727 -1.095 0.688 0.688
```
Forces are in eV/Å.

* SMILES: CC.CC
* orbital gap: 0.4345 Ha
* ΔE to the lowest compared entry with this formula, charge and spin: 1.456 eV
* LUMO: 1.12 eV
* HOMO level: -0.39335 Eh
* total energy: -4341.073 eV



Formula: C4H12
Source: the Open Molecules 2025 dataset
Level of theory: ωB97M-V/def2-TZVPD

The geometry in XYZ format:
```
16
Properties=species:S:1:pos:R:3:forces:R:3
C 1.147727 3.409372 -0.021113 0.286 -0.044 -0.552
C 2.570568 2.911982 -0.354543 -0.139 -0.048 0.456
H 0.728687 3.953711 -0.876789 -0.020 -0.174 0.207
H 1.132021 4.082950 0.826831 0.031 0.123 0.164
H 0.491794 2.571508 0.195303 -0.134 -0.011 0.094
H 3.007785 3.492452 -1.163557 0.054 -0.142 -0.113
H 3.246960 3.003716 0.498512 -0.097 0.062 0.018
H 2.565798 1.846077 -0.601484 0.018 0.233 -0.272
C -2.086264 -3.059995 -0.529364 -0.269 0.495 -0.152
C -1.625641 -3.277359 0.907523 0.212 0.014 -0.012
H -1.271714 -3.020571 -1.253062 0.101 -0.355 0.092
H -2.570574 -2.091864 -0.658901 -0.245 0.018 0.188
H -2.819221 -3.819330 -0.820696 0.296 0.040 -0.119
H -1.282930 -2.372352 1.411429 0.041 0.120 -0.247
H -2.448122 -3.653596 1.513145 0.072 -0.196 0.055
H -0.786881 -3.976700 0.926765 -0.207 -0.134 0.195
```
Forces are in eV/Å.

* SMILES: CC.CC
* orbital gap: 0.4715 Ha
* ΔE to the lowest compared entry with this formula, charge and spin: 0.191 eV
* LUMO: 1.03 eV
* HOMO level: -0.43362 Eh
* total energy: -4342.337 eV



Formula: C4H12
Source: the Open Molecules 2025 dataset
Level of theory: ωB97M-V/def2-TZVPD

The geometry in XYZ format:
```
16
Properties=species:S:1:pos:R:3:forces:R:3
C -0.321759 0.438417 -1.860436 1.365 -0.146 5.500
C -0.355578 2.014031 -1.630966 -1.022 -2.141 -2.375
H -1.266521 0.007651 -1.601366 -0.817 -0.114 0.074
H -0.000679 -0.101885 -2.682504 0.688 0.268 -2.539
H 0.378336 -0.116002 -1.051276 -1.345 1.509 -1.473
H 0.023165 2.421087 -2.547018 0.249 0.815 -0.301
H 0.056686 2.495895 -0.802457 1.608 -0.119 1.432
H -1.377368 2.334563 -1.517416 -0.687 -0.075 -0.473
C 0.654336 -1.865793 1.696364 -1.400 -2.430 1.217
C 0.054161 -0.462218 1.668402 0.662 0.241 -1.437
H 0.606089 -2.201171 2.800864 0.272 0.123 -1.765
H 0.159971 -2.747737 1.064712 0.613 2.222 1.269
H 1.676242 -1.883191 1.414514 1.015 0.041 -0.283
H -0.656046 -0.344059 0.831269 0.559 0.286 0.328
H -0.492281 -0.318833 2.555084 -0.822 0.335 1.125
H 0.861250 0.329246 1.662232 -0.940 -0.816 -0.299
```
Forces are in eV/Å.

* SMILES: CC.CC
* orbital gap: 0.4514 Ha
* ΔE to the lowest compared entry with this formula, charge and spin: 1.383 eV
* LUMO: 1.13 eV
* HOMO level: -0.40972 Eh
* total energy: -4341.145 eV



Formula: C4H12
Source: the Open Molecules 2025 dataset
Level of theory: ωB97M-V/def2-TZVPD

The geometry in XYZ format:
```
16
Properties=species:S:1:pos:R:3:forces:R:3
C 0.406540 0.866661 -2.077183 -1.936 3.274 1.549
C 1.508681 -0.095234 -2.379393 0.082 -1.249 1.802
H 0.762870 1.996801 -1.786954 -0.660 -2.862 -0.061
H -0.244738 1.150209 -2.955614 0.688 -0.869 0.603
H -0.343865 0.414859 -1.261394 1.776 1.295 -1.626
H 0.923498 -1.006883 -2.645821 1.285 0.186 -0.177
H 2.194117 -0.312644 -1.475685 -1.375 0.202 -1.127
H 2.198570 0.254994 -3.113720 0.144 0.023 -0.976
C -0.468628 -0.414255 2.830364 -3.579 0.434 2.002
C -1.335705 -0.429965 1.520291 0.593 -0.530 2.731
H 0.534910 -0.254544 2.561980 1.454 -0.304 0.094
H -0.785087 0.468087 3.575520 0.659 -1.800 -1.728
H -0.733800 -1.389232 3.418447 1.125 1.693 -1.034
H -1.205996 0.448019 0.981862 0.800 1.421 -1.395
H -1.039167 -1.332276 1.016856 -0.377 -0.185 -0.717
H -2.372200 -0.364597 1.790443 -0.680 -0.727 0.060
```
Forces are in eV/Å.

* SMILES: CC.CC
* orbital gap: 0.4502 Ha
* ΔE to the lowest compared entry with this formula, charge and spin: 1.227 eV
* LUMO: 1.07 eV
* HOMO level: -0.41090 Eh
* total energy: -4341.302 eV



Formula: C4H12
Source: the Open Molecules 2025 dataset
Level of theory: ωB97M-V/def2-TZVPD

The geometry in XYZ format:
```
16
Properties=species:S:1:pos:R:3:forces:R:3
C 1.504263 2.099799 -0.694773 -1.088 0.135 -0.304
C 0.323367 1.388508 -1.467030 1.912 0.543 1.708
H 1.293032 3.168726 -0.594162 0.131 -0.063 -0.135
H 1.563298 1.735567 0.325898 0.334 -0.283 0.033
H 2.437790 1.969770 -1.225173 0.297 0.052 0.090
H -0.090338 2.142271 -2.128228 -0.468 -0.621 -0.294
H -0.312647 1.010818 -0.674025 -0.754 0.346 -0.423
H 0.766625 0.505731 -1.912360 -0.312 0.002 -0.732
C -0.628773 -2.454186 1.164826 -0.263 -0.161 -0.848
C -1.215409 -1.059321 0.961926 -0.132 0.109 1.068
H -1.046002 -3.103132 0.397747 -0.199 -0.191 -0.094
H 0.440544 -2.477983 0.944053 0.040 0.050 0.533
H -0.897713 -2.931356 2.110735 0.384 0.337 0.061
H -0.756933 -0.314648 1.628905 0.242 -0.113 -0.396
H -2.259249 -1.027305 1.275287 -0.183 -0.184 -0.274
H -1.152578 -0.740957 -0.073248 0.060 0.043 0.007
```
Forces are in eV/Å.

* SMILES: CC.CC
* orbital gap: 0.4719 Ha
* ΔE to the lowest compared entry with this formula, charge and spin: 0.391 eV
* LUMO: 1.14 eV
* HOMO level: -0.43004 Eh
* total energy: -4342.137 eV



Formula: C4H12
Source: the Open Molecules 2025 dataset
Level of theory: ωB97M-V/def2-TZVPD

The geometry in XYZ format:
```
16
Properties=species:S:1:pos:R:3:forces:R:3
C 0.524249 -1.711282 2.359466 -0.286 0.678 -0.323
C -0.602311 -0.815380 1.788128 0.294 -0.126 -0.740
H 0.692129 -2.513303 1.655035 -0.110 -0.550 0.081
H 1.475446 -1.181382 2.342546 -0.029 0.188 0.436
H 0.322939 -2.090322 3.356600 0.038 -0.146 -0.011
H -0.123305 -0.020561 1.206466 -0.271 0.011 0.015
H -1.320294 -0.340241 2.456128 0.360 -0.154 0.414
H -1.200982 -1.395426 1.077181 0.006 0.108 0.108
C -0.223242 1.920642 -1.730058 -0.069 -0.005 -0.158
C 0.298871 0.595536 -2.268089 -0.220 -0.207 -1.070
H 0.088430 2.108672 -0.713136 0.158 0.114 0.307
H 0.112993 2.753601 -2.354862 0.076 -0.111 0.100
H -1.312977 1.957355 -1.753379 -0.020 -0.121 0.099
H 0.154831 -0.286599 -1.638804 -0.052 0.319 0.200
H 1.346431 0.630212 -2.574887 0.065 0.113 0.351
H -0.233210 0.388478 -3.208336 0.061 -0.112 0.188
```
Forces are in eV/Å.

* SMILES: CC.CC
* orbital gap: 0.4728 Ha
* ΔE to the lowest compared entry with this formula, charge and spin: 0.241 eV
* LUMO: 1.13 eV
* HOMO level: -0.43134 Eh
* total energy: -4342.287 eV